{
  "formula": "C3H3N2O2S",
  "method": "ωB97M-V/def2-TZVPD",
  "elements": ["C", "C", "C", "N", "N", "O", "O", "S", "H", "H", "H"],
  "positions_angstrom": [[-0.2585, 1.4467, 0.1893], [1.1277, -0.7087, -0.5604], [-1.6754, -0.4954, 0.0716], [-1.5700, 0.8572, 0.1204], [2.3366, -0.8810, -0.1210], [-0.2913, 2.6749, -0.0271], [-2.7464, -1.0849, -0.0198], [-0.2004, -1.5152, 0.2671], [-2.5014, 1.5129, 0.0710], [2.7683, -1.4382, 0.6677], [3.0107, -0.3684, -0.6588]],
  "forces_ev_per_angstrom": [[0.216, 1.954, -0.153], [-1.909, 1.016, -0.602], [-1.370, 0.594, -0.313], [-1.594, 0.736, -0.135], [1.760, -1.006, 0.953], [0.099, -1.019, 0.312], [0.406, -0.156, 0.178], [0.442, -0.548, 0.395], [2.693, -2.188, -0.002], [-1.116, 0.733, -0.627], [0.373, -0.117, -0.006]],
  "nbo_charge": [0.298, -0.099, 0.548, -0.710, -0.793, -0.756, -0.663, 0.105, 0.362, 0.329, 0.380],
  "spin_multiplicity": 1,
  "gap_ev": 5.491,
  "charge": -1,
  "lumo_energy_ev": 3.30,
  "e_homo_ev": -2.19
}